(1)
# C4H12

A 2-piece molecular cluster, C4H12 overall at a distorted geometry (wB97M-V/def2-TZVPD, the OMol25 dataset).

SMILES = CC.CC
charge = 0
largest force on an atom = 0.0248 Eh/bohr
HOMO = -11.73 eV
E = -159.5785 hartree

Structure (XYZ):
```
16
Properties=species:S:1:pos:R:3:forces:R:3:lowdin_charge:R:1
C -0.629 -2.552 0.253 0.2207 0.3133 -0.1838 -0.172
C 0.706 -2.209 0.918 -0.2975 0.4057 0.0422 -0.171
H -1.519 -2.178 0.770 0.2373 -0.3431 0.2267 0.063
H -0.659 -2.080 -0.725 -0.0052 0.1295 -0.1938 0.052
H -0.690 -3.617 0.058 -0.2750 -0.2258 0.1671 0.056
H 1.497 -2.297 0.178 0.2156 -0.0497 0.0511 0.060
H 0.962 -2.824 1.776 -0.1197 -0.2593 0.0104 0.056
H 0.709 -1.180 1.284 0.0260 0.0509 -0.1254 0.052
C -0.096 3.105 -0.380 0.0960 0.0797 0.0745 -0.169
C 0.026 1.656 -0.821 -0.5679 -1.1079 -0.2761 -0.181
H -0.982 3.567 -0.811 0.0415 0.0657 -0.1434 0.060
H -0.212 3.228 0.695 0.2009 -0.1546 0.1376 0.058
H 0.785 3.668 -0.687 -0.1296 0.1455 -0.0184 0.062
H -0.483 1.487 -1.772 0.0366 0.1913 -0.1032 0.059
H 1.034 1.277 -0.987 0.1935 0.3298 0.2484 0.060
H -0.456 0.924 -0.154 0.1269 0.4290 0.0861 0.055
```
Forces are in eV/Å.

(2)
# C6H10O

One molecule with the formula C6H10O (wB97M-V/def2-TZVPD, the OMol25 dataset).

charge = 0
largest force on an atom = 0.0073 Eh/bohr
HOMO = -8.43 eV
E = -309.7431 hartree

Structure (XYZ):
```
17
Properties=species:S:1:pos:R:3:forces:R:3:lowdin_charge:R:1
C -1.288 -2.051 0.561 -0.0383 -0.0703 -0.0148 -0.066
C -0.560 -0.731 0.528 0.0754 0.0342 -0.1154 -0.353
C -0.539 0.066 -0.555 0.0484 -0.0736 0.1118 -0.079
C 0.289 1.320 -0.748 -0.0414 0.0884 0.0389 -0.257
C 1.749 0.999 -1.087 0.0677 -0.0676 0.0021 -0.102
C 0.276 -0.466 1.719 -0.2468 0.2754 -0.0654 -0.043
O -0.075 0.643 2.325 -0.0009 -0.1505 -0.0936 0.020
H -2.028 -2.074 1.371 0.1125 -0.0055 -0.1186 0.081
H -0.585 -2.871 0.744 -0.0872 0.1374 -0.0201 0.082
H -1.806 -2.230 -0.386 0.0645 0.0337 0.1349 0.077
H -1.068 -0.291 -1.441 0.0816 0.0446 0.1426 0.109
H 0.276 1.962 0.138 -0.0308 -0.0896 -0.1191 0.092
H -0.155 1.907 -1.558 0.0344 -0.0597 0.1042 0.104
H 2.318 1.913 -1.298 -0.1267 -0.1779 0.0081 0.072
H 2.225 0.487 -0.244 -0.0403 0.0412 -0.1045 0.070
H 1.810 0.335 -1.955 0.0242 0.1164 0.0774 0.076
H -0.839 1.081 1.887 0.1037 -0.0767 0.0317 0.116
```
Forces are in eV/Å.

(3)
# C18H23Br3Cl6O15

C18H23Br3Cl6O15 as an isolated structure at a distorted geometry (wB97M-V/def2-TZVPD, the OMol25 dataset).

charge = 0
largest force on an atom = 0.2828 Eh/bohr
HOMO = -7.95 eV
E = -12310.2259 hartree

Structure (XYZ):
```
65
Properties=species:S:1:pos:R:3:forces:R:3:lowdin_charge:R:1
C 13.682 13.286 21.512 -0.9804 -1.6656 -0.6564 -1.229
Br 11.853 14.161 21.355 4.4866 -9.2107 -1.2529 1.088
Br 13.934 11.818 20.263 -0.2344 0.2691 -0.0592 0.600
Br 14.012 12.577 23.316 1.1354 -2.8961 -1.8248 0.867
H 14.428 14.061 21.337 -1.0292 -2.4437 -0.7014 -0.036
C 10.928 14.990 17.368 -2.5934 -2.8271 -1.0457 -1.498
Cl 11.176 13.369 18.180 -0.0861 0.6114 -0.8606 0.530
Cl 9.467 15.712 17.978 -1.1764 0.2280 -0.1011 0.606
Cl 10.844 14.790 15.612 -2.9111 -1.2309 0.1902 0.764
H 11.802 15.602 17.591 -3.7077 -2.0162 -0.2850 -0.127
C 13.266 16.258 20.400 -1.7651 2.1776 0.8116 -0.924
Cl 14.256 17.567 19.743 -3.7167 1.6878 -8.7676 0.999
Cl 11.865 16.090 19.263 -3.2299 1.9362 8.9148 0.686
Cl 12.724 16.572 22.051 7.3101 6.6531 -10.6668 1.064
H 13.803 15.309 20.384 -1.3094 0.6622 -0.7185 0.052
C 10.119 15.545 21.662 -4.0648 1.2149 -0.5325 -0.418
C 8.920 16.349 22.110 -1.2404 -0.3040 0.1494 -0.037
O 9.309 17.164 23.240 1.5916 -0.8015 -1.1419 0.119
C 10.642 16.945 23.380 -0.7489 3.4278 3.5818 -0.450
O 11.320 17.543 24.263 -3.5382 -0.9765 -6.1308 0.107
O 11.086 16.071 22.445 -10.3943 0.4904 6.4434 -0.517
H 10.384 15.747 20.624 -0.7463 0.0762 0.2858 -0.011
H 10.004 14.473 21.821 -1.1754 0.4084 0.5495 0.058
H 8.212 15.629 22.520 -0.7202 0.5694 -0.5699 0.149
H 8.652 16.979 21.261 -0.8561 0.0645 0.4686 0.140
C 14.502 17.031 17.001 0.4029 1.2182 -1.1691 -0.165
C 13.176 16.538 17.472 3.8403 2.3601 -1.3376 -0.405
O 12.729 15.696 16.491 5.3256 -0.3546 -3.0558 -0.239
C 13.385 15.913 15.355 1.1367 0.5046 -1.9593 -0.536
O 13.067 15.460 14.293 1.2300 0.7716 0.8854 0.114
O 14.420 16.789 15.618 -0.2870 -1.4724 -2.0653 0.072
H 15.353 16.527 17.460 0.0099 -0.1587 -0.1599 0.114
H 14.652 18.110 16.991 -0.0329 -0.0444 0.9235 0.133
H 12.401 17.304 17.454 0.6483 0.6243 0.7195 0.145
H 13.276 15.991 18.410 1.8918 0.3400 -2.8808 -0.019
C 15.042 19.471 22.724 -0.3029 -0.2835 0.6023 -0.044
C 14.414 18.228 22.087 0.2466 6.7027 0.8054 -0.344
O 15.106 17.165 22.608 1.1751 4.1788 1.0866 -0.033
C 15.685 17.585 23.706 3.5437 -3.2356 3.9882 -0.562
O 16.287 16.779 24.429 -1.3558 2.2613 -1.4503 0.142
O 15.605 18.872 23.898 0.3814 1.0413 0.5234 0.123
H 14.285 20.185 23.050 0.1666 0.0520 -0.1443 0.141
H 15.809 19.970 22.131 0.2533 -0.0233 0.1704 0.131
H 14.594 18.379 21.023 0.0306 0.6079 3.3188 -0.074
H 13.349 18.315 22.300 1.0155 0.5083 0.1917 0.078
C 16.652 16.250 20.183 1.1204 0.6413 -1.2273 -0.145
C 17.488 15.646 21.195 2.2622 -0.8100 1.3943 -0.101
O 16.578 15.129 22.142 1.1939 -1.5528 1.3708 0.172
C 15.361 15.451 21.851 -1.5261 -0.4615 1.9544 -0.606
O 14.327 15.217 22.505 7.8883 -2.0482 -1.6867 -0.295
O 15.333 16.037 20.627 5.1541 -3.8218 1.3663 -0.279
H 16.917 15.758 19.247 -0.9903 0.3894 -0.3689 0.146
H 17.075 17.253 20.229 -1.5545 0.7863 -0.9362 0.148
H 18.137 16.382 21.668 -0.1469 -0.1537 0.4792 0.148
H 18.165 14.943 20.709 -0.2453 -0.8048 0.8020 0.148
C 13.236 16.183 24.819 -0.0110 -0.8304 1.0052 -0.077
C 12.777 15.034 23.944 -1.2065 -1.1093 2.0817 -0.358
O 11.442 14.784 24.328 -1.4807 -0.2921 2.9511 0.036
C 11.141 15.508 25.426 -2.9563 0.2119 2.0115 -0.516
O 10.014 15.519 25.968 3.8025 -0.2003 -1.6559 0.106
O 12.175 16.314 25.782 0.1174 -2.2196 1.2394 0.047
H 13.253 17.134 24.286 0.7560 -0.1343 0.4179 0.102
H 14.131 15.890 25.367 0.1148 0.5203 -0.2207 0.146
H 13.284 14.083 24.104 -0.5709 2.2474 0.6486 -0.074
H 12.636 15.257 22.886 0.6597 -2.0604 3.3006 -0.102
```
Forces are in eV/Å.